Run one
Density functional theory data (ωB97M-V/def2-TZVPD) for an isolated molecule of C6H9NO2.

## Properties
Gap between HOMO and LUMO (alpha / beta), eV: 8.62 / 8.62
SMILES: C=C(N)C(=O)[C@H]1O[C@H]1C

Geometry as ORCA input:
```
! RIJCOSX wB97M-V def2-TZVPD def2/J DEFGRID3
* xyz 0 1
C -1.745 -0.266 -0.468
C -0.984 1.404 -0.243
C 0.285 1.973 0.272
C -0.666 -1.186 -0.787
C 0.579 -1.196 0.068
N 0.390 -1.133 1.436
C 1.760 -1.424 -0.524
O -1.738 0.650 0.588
O -0.791 -1.951 -1.735
H -2.715 -0.427 -0.923
H -1.446 1.853 -1.116
H 1.201 -0.978 2.011
H -0.480 -0.770 1.784
H 1.149 1.477 -0.173
H 0.356 3.035 0.024
H 0.346 1.849 1.357
H 1.811 -1.503 -1.597
H 2.689 -1.409 0.028
*
```

Atomic partial charges in e from the Löwdin method, atoms 1 to 5:
1. C -0.053
2. C -0.180
3. C -0.036
4. C -0.377
5. C -0.369

Run two
Density functional theory data (ωB97M-V/def2-TZVPD) for a 2-piece molecular cluster, C6H9NO2 overall.

## Properties
Gap between HOMO and LUMO, eV: 8.26
SMILES: CN(C)C=O.C=C=C=O

Geometry as ORCA input:
```
! RIJCOSX wB97M-V def2-TZVPD def2/J DEFGRID3
* xyz 0 1
C -0.936 1.894 -1.971
C -0.919 -0.532 -1.624
N -0.543 0.773 -1.151
C 0.760 -2.465 1.577
C 1.054 -1.566 2.423
C 0.138 0.973 -0.014
C 1.641 -0.853 3.359
O 0.336 -3.151 0.724
O 0.474 2.049 0.426
H 0.371 0.026 0.505
H -0.484 1.819 -2.963
H -2.022 1.927 -2.078
H -2.007 -0.605 -1.711
H -0.481 -0.720 -2.608
H -0.571 -1.297 -0.933
H -0.590 2.803 -1.482
H 1.260 0.121 3.631
H 2.521 -1.196 3.890
*
```

Atomic partial charges in e from the Löwdin method, atoms 1 to 5:
1. C -0.045
2. C -0.051
3. N -0.203
4. C -0.238
5. C -0.088

Result of the stability comparison: run one is the least stable of them.

Run one
Density functional theory data (ωB97M-V/def2-TZVPD) for a 18-piece molecular cluster, H36O18 overall.

## Properties
Gap between HOMO and LUMO, eV: 10.12

Geometry as ORCA input:
```
! RIJCOSX wB97M-V def2-TZVPD def2/J DEFGRID3
* xyz 0 1
O 2.848 -3.497 -1.099
H 3.320 -3.436 -0.210
H 3.458 -3.375 -1.835
O -1.574 4.031 -1.223
H -0.890 3.478 -0.571
H -1.157 4.919 -1.274
O 4.183 -3.783 1.269
H 4.420 -4.557 1.881
H 4.494 -2.981 1.868
O 1.020 0.053 -1.837
H 1.427 -0.786 -2.091
H 1.134 0.592 -2.591
O -0.579 1.820 2.001
H -1.326 2.187 1.530
H -0.025 2.291 2.487
O 1.126 -2.149 -3.216
H 0.646 -2.717 -2.556
H 2.012 -2.519 -2.922
O 0.023 0.355 5.128
H -0.551 1.005 4.780
H -0.711 0.017 5.770
O 1.993 -3.914 2.488
H 1.563 -3.846 3.277
H 1.524 -3.257 1.807
O -4.948 3.190 -1.223
H -4.569 2.811 -2.101
H -4.222 3.796 -1.240
O 0.461 3.284 0.201
H 0.775 2.512 0.016
H 0.193 3.336 1.232
O -0.578 3.403 -3.463
H -1.299 3.819 -3.073
H 0.002 4.055 -3.751
O 2.916 -0.151 0.495
H 2.724 -0.005 -0.387
H 2.552 0.728 0.775
O 0.146 -5.629 1.491
H 1.020 -5.703 1.621
H 0.083 -5.572 0.586
O -0.897 -1.810 5.976
H -0.261 -1.814 5.228
H -1.734 -1.363 5.734
O 2.141 2.391 2.065
H 2.771 3.172 2.250
H 2.574 1.753 2.428
O -3.643 3.176 -3.824
H -2.976 3.413 -4.500
H -3.977 2.394 -4.189
O -0.698 -2.014 -5.448
H -1.271 -2.770 -5.799
H -0.406 -2.599 -4.658
O -5.127 0.544 0.563
H -4.603 1.351 0.389
H -5.531 0.371 -0.255
*
```

Atomic partial charges in e from the Löwdin method, atoms 1 to 5:
1. O -0.092
2. H 0.017
3. H 0.032
4. O -0.162
5. H 0.068

Run two
Density functional theory data (ωB97M-V/def2-TZVPD) for a 18-piece molecular cluster, H36O18 overall.

## Properties
Gap between HOMO and LUMO, eV: 10.09

Geometry as ORCA input:
```
! RIJCOSX wB97M-V def2-TZVPD def2/J DEFGRID3
* xyz 0 1
O 4.388 2.738 -0.462
H 3.784 2.439 -1.143
H 3.980 3.435 0.042
O -1.232 -3.300 4.656
H -0.602 -2.942 5.287
H -1.803 -2.524 4.601
O 2.974 -2.415 -4.833
H 2.017 -2.476 -4.904
H 3.245 -3.246 -4.432
O 4.766 -2.825 1.306
H 3.828 -2.801 1.101
H 4.804 -2.262 2.088
O -3.097 -4.601 -0.062
H -2.358 -4.312 0.480
H -2.887 -5.517 -0.237
O 0.326 1.116 -3.395
H 0.898 1.829 -3.164
H -0.026 1.182 -4.285
O 3.213 -1.613 -1.234
H 2.946 -0.975 -1.889
H 2.464 -2.022 -0.835
O -3.695 3.332 2.151
H -3.672 3.643 1.250
H -2.904 3.602 2.611
O 1.064 5.235 1.172
H 0.955 6.145 1.443
H 0.682 5.188 0.295
O 2.271 2.754 4.377
H 1.462 2.737 3.870
H 2.857 3.345 3.905
O -0.915 -2.236 -1.499
H -0.389 -2.131 -0.688
H -1.707 -1.958 -1.021
O -0.911 -3.902 -3.602
H -0.725 -2.966 -3.665
H -1.400 -4.029 -2.787
O 2.534 0.284 1.221
H 1.936 0.868 0.746
H 3.273 0.107 0.662
O -0.983 2.877 2.010
H -0.313 3.392 1.589
H -0.506 2.624 2.808
O -6.328 -1.810 -0.511
H -5.946 -2.460 -1.099
H -5.725 -1.579 0.188
O 1.506 2.630 -0.209
H 0.686 2.223 -0.451
H 1.680 3.567 -0.171
O -3.476 -0.058 1.452
H -3.057 -0.775 1.004
H -4.308 0.205 1.056
O -2.021 0.204 -1.971
H -1.162 0.507 -2.284
H -2.390 -0.473 -2.536
*
```

Atomic partial charges in e from the Löwdin method, atoms 1 to 5:
1. O -0.039
2. H 0.018
3. H 0.015
4. O -0.064
5. H 0.031

Result of the stability comparison: run one is the least stable of them.

Run one
Density functional theory data (ωB97M-V/def2-TZVPD) for an isolated molecule of C4H4OS2.

## Properties
Gap between HOMO and LUMO, eV: 7.66
SMILES: S=C/C=C\OC=S

Geometry as ORCA input:
```
! RIJCOSX wB97M-V def2-TZVPD def2/J DEFGRID3
* xyz 0 1
C -0.514 -0.743 2.261
C -0.479 -0.362 -0.147
C 0.035 0.162 -1.257
C 0.982 1.251 -1.591
H -0.284 -0.019 3.027
H -1.091 -1.146 -0.499
H -0.433 -0.327 -2.122
H 1.543 1.144 -2.745
O -0.185 -0.109 1.152
S -0.977 -2.339 2.472
S 1.402 2.488 -0.550
*
```

Atomic partial charges in e from the Löwdin method, atoms 1 to 5:
1. C -0.654
2. C -0.140
3. C -0.187
4. C -0.637
5. H 0.079

Run two
Density functional theory data (ωB97M-V/def2-TZVPD) for an isolated molecule of C4H4OS2.

## Properties
Gap between HOMO and LUMO (alpha / beta), eV: 7.92 / 6.76

Geometry as ORCA input:
```
! RIJCOSX wB97M-V def2-TZVPD def2/J DEFGRID3
* xyz 0 1
C 0.809 -0.255 0.236
C 1.760 -1.210 0.109
C 0.131 -1.147 -0.844
C 0.586 0.954 0.973
O 1.248 -2.050 -0.802
S 3.127 -0.199 2.249
S 2.266 1.449 1.596
H -0.608 -1.735 -0.494
H -0.050 -0.637 -1.705
H 0.167 1.704 0.258
H -0.205 0.862 1.825
*
```

Atomic partial charges in e from the Löwdin method, atoms 1 to 5:
1. C -0.345
2. C -0.113
3. C -0.082
4. C -0.491
5. O -0.022

Result of the stability comparison: run two is the least stable of them.

Run one
Density functional theory data (ωB97M-V/def2-TZVPD) for a 2-piece molecular cluster, C7H13N3O overall.

## Properties
Gap between HOMO and LUMO, eV: 9.23
SMILES: CCc1c[nH]cn1.CC(N)=O

Geometry as ORCA input:
```
! RIJCOSX wB97M-V def2-TZVPD def2/J DEFGRID3
* xyz 0 1
C 0.380 -0.589 2.313
C 1.161 0.742 2.392
C -0.541 -0.866 1.192
C -1.659 -0.116 0.893
C -1.432 -1.868 -0.479
N -0.460 -1.984 0.385
N -2.271 -0.808 -0.172
H 1.153 -1.375 2.352
H -0.104 -0.740 3.292
H 2.249 0.506 2.422
H -1.706 0.957 1.023
H -1.804 -2.531 -1.243
H -2.876 -0.360 -0.840
H 0.968 1.458 3.189
H 1.055 1.285 1.442
C 1.003 2.497 -1.931
C 0.903 1.000 -1.549
O 0.024 0.337 -2.046
N 2.010 0.504 -0.920
H 2.022 2.905 -1.967
H 0.490 3.082 -1.172
H 1.818 -0.360 -0.422
H 2.712 1.168 -0.652
H 0.442 2.550 -2.856
*
```

Atomic partial charges in e from the Löwdin method, atoms 1 to 5:
1. C -0.212
2. C -0.108
3. C -0.353
4. C -0.056
5. C -0.198

Run two
Density functional theory data (ωB97M-V/def2-TZVPD) for a 2-piece molecular cluster, C7H13N3O overall.

## Properties
Gap between HOMO and LUMO, eV: 9.75
SMILES: Cc1c[nH]cn1.CCC(N)=O

Geometry as ORCA input:
```
! RIJCOSX wB97M-V def2-TZVPD def2/J DEFGRID3
* xyz 0 1
C -1.763 0.356 1.618
C 1.156 -1.864 1.189
C -0.779 -0.848 1.713
C -0.830 -2.164 2.194
N 0.522 -0.687 1.109
N 0.370 -2.796 1.857
H 2.163 -2.127 0.934
H 0.744 -3.652 1.882
H -1.529 -2.655 2.939
H -2.073 0.752 2.567
H -2.670 0.023 1.186
H -1.236 1.316 1.134
C -0.743 1.275 -1.632
C -1.160 0.888 -3.051
C 0.719 1.593 -1.531
O 1.427 1.515 -2.546
N 1.382 2.057 -0.272
H -1.208 2.248 -1.422
H -1.032 0.355 -0.934
H -0.601 1.467 -3.786
H -2.177 1.196 -2.956
H 2.317 2.357 -0.280
H 1.410 1.376 0.449
H -1.046 -0.201 -3.214
*
```

Atomic partial charges in e from the Löwdin method, atoms 1 to 5:
1. C -0.055
2. C -0.159
3. C -0.272
4. C -0.066
5. N 0.060

Run three
Density functional theory data (ωB97M-V/def2-TZVPD) for a 2-piece molecular cluster, C7H13N3O overall.

## Properties
Gap between HOMO and LUMO, eV: 8.85
SMILES: Cc1c[nH]cn1.CNC(C)=O

Geometry as ORCA input:
```
! RIJCOSX wB97M-V def2-TZVPD def2/J DEFGRID3
* xyz 0 1
O -0.918 -2.250 0.377
C -0.528 -3.170 -0.335
N 0.319 -2.953 -1.380
C -0.941 -4.613 -0.130
C 0.793 -1.618 -1.689
H 0.621 -3.746 -1.950
H -0.063 -5.250 0.068
H -1.622 -4.671 0.735
H -1.466 -5.004 -1.018
H 1.462 -1.668 -2.564
H 1.355 -1.192 -0.840
H -0.048 -0.946 -1.927
N -0.866 3.631 0.150
C -1.326 2.404 -0.036
C 0.450 2.165 1.252
C 0.245 3.497 0.953
N -0.559 1.485 0.613
C 1.044 4.682 1.385
H -2.200 2.128 -0.625
H 1.208 1.657 1.848
H -0.708 0.473 0.623
H 1.889 4.366 2.021
H 0.413 5.380 1.961
H 1.445 5.214 0.506
*
```

Atomic partial charges in e from the Löwdin method, atoms 1 to 5:
1. O 0.025
2. C -0.555
3. N -0.015
4. C -0.012
5. C -0.087

Result of the stability comparison: run two is the least stable of them.

Run one
Density functional theory data (ωB97M-V/def2-TZVPD) for a 2-piece molecular cluster, C7H13N3O overall.

## Properties
Gap between HOMO and LUMO, eV: 9.48
SMILES: CCc1c[nH]cn1.CC(N)=O

Geometry as ORCA input:
```
! RIJCOSX wB97M-V def2-TZVPD def2/J DEFGRID3
* xyz 0 1
C 1.343 1.193 0.679
C 2.818 1.568 0.556
C 1.274 -0.325 0.473
C 1.125 -1.076 -0.608
C 1.291 -2.319 1.319
N 1.519 -1.018 1.599
N 0.990 -2.330 -0.077
H 0.921 1.430 1.738
H 0.561 1.647 0.017
H 2.838 2.727 0.838
H 1.161 -0.861 -1.647
H 1.343 -3.114 1.806
H 0.523 -3.015 -0.595
H 3.288 1.425 -0.361
H 3.371 1.114 1.386
C -2.148 -0.245 0.075
C -3.153 0.064 -0.986
O -4.227 -0.445 -1.404
N -3.032 1.159 -1.715
H -2.529 -1.097 0.589
H -2.111 0.694 0.736
H -3.711 1.540 -2.346
H -2.191 1.876 -1.727
H -1.264 -0.591 -0.346
*
```

Atomic partial charges in e from the Löwdin method, atoms 1 to 5:
1. C -0.215
2. C -0.114
3. C -0.405
4. C -0.093
5. C -0.055

Run two
Density functional theory data (ωB97M-V/def2-TZVPD) for a 2-piece molecular cluster, C7H13N3O overall.

## Properties
Gap between HOMO and LUMO, eV: 9.22
SMILES: CCc1c[nH]cn1.CC(N)=O

Geometry as ORCA input:
```
! RIJCOSX wB97M-V def2-TZVPD def2/J DEFGRID3
* xyz 0 1
C 0.744 1.900 0.332
C -0.453 2.497 1.090
C 1.237 0.548 0.709
C 2.374 -0.126 0.259
C 1.117 -1.463 1.452
N 0.456 -0.324 1.421
N 2.261 -1.390 0.762
H 0.425 1.838 -0.712
H 1.514 2.666 0.419
H -1.274 1.839 1.370
H 3.110 0.350 -0.364
H 0.613 -2.292 1.917
H 2.990 -2.058 0.827
H -0.859 3.225 0.386
H -0.218 3.026 2.016
C -1.440 -2.081 -0.710
C -1.849 -0.647 -1.109
O -2.608 -0.002 -0.424
N -1.473 -0.296 -2.371
H -0.370 -2.206 -0.817
H -2.164 -2.724 -1.214
H -1.683 0.584 -2.794
H -0.623 -0.680 -2.746
H -1.830 -2.185 0.304
*
```

Atomic partial charges in e from the Löwdin method, atoms 1 to 5:
1. C -0.204
2. C -0.109
3. C -0.303
4. C -0.063
5. C -0.221

Result of the stability comparison: run one is the least stable of them.

Run one
Density functional theory data (ωB97M-V/def2-TZVPD) for CH2ClNOS2 as an isolated structure.

## Properties
Gap between HOMO and LUMO, eV: 8.53

Geometry as ORCA input:
```
! RIJCOSX wB97M-V def2-TZVPD def2/J DEFGRID3
* xyz 0 1
C -0.840 0.730 0.711
N 1.519 -0.239 0.684
O -1.506 1.740 0.602
S -0.827 -0.341 -1.582
S 0.740 0.650 -0.246
Cl 3.086 -0.698 0.191
H -0.958 -0.220 1.048
H -1.214 -1.622 -1.408
*
```

Atomic partial charges in e from the Löwdin method, atoms 1 to 5:
1. C -0.534
2. N -0.925
3. O -0.012
4. S 0.426
5. S 0.692

Run two
Density functional theory data (ωB97M-V/def2-TZVPD) for a 2-piece molecular cluster, CH2ClNOS2 overall.

## Properties
Gap between HOMO and LUMO (alpha / beta), eV: 7.09 / 6.98
SMILES: O=C(S)N=S.Cl

Geometry as ORCA input:
```
! RIJCOSX wB97M-V def2-TZVPD def2/J DEFGRID3
* xyz 0 1
C 0.307 -0.265 -0.487
N -0.868 0.293 -0.935
O 1.165 0.059 0.299
S 0.299 -1.973 -1.208
S -1.759 1.512 -1.189
Cl -0.758 1.461 2.343
H 1.415 -2.150 -0.373
H 0.199 1.064 1.550
*
```

Atomic partial charges in e from the Löwdin method, atoms 1 to 5:
1. C -0.914
2. N -0.543
3. O -0.039
4. S 0.759
5. S 0.804

Result of the stability comparison: run one is the least stable of them.